DFT (the ωB97M-V functional and the def2-TZVPD basis) results for C45H53BCaIN9P2Se3Si as an isolated structure at a distorted geometry.

For the HOMO energy, the calculation gives -2.41 eV. The energy above the lowest of the compared OMol25 structures with the same formula, charge and spin comes out at 198.5 kJ/mol. The gap between HOMO and LUMO is 6.2 eV.

```
! RIJCOSX wB97M-V def2-TZVPD def2/J DEFGRID3
* xyz -2 1
Ca 2.114 -0.803 -0.185
C 5.903 -2.118 -0.975
C 4.828 -3.031 -0.508
C 4.813 -4.402 -0.605
C 3.717 -4.898 0.032
C 3.075 -6.264 0.160
N 3.154 -3.820 0.623
N 3.758 -2.681 0.256
B 1.998 -3.844 1.735
N 2.179 -2.761 2.831
N 1.781 -1.527 2.424
C 1.668 -0.807 3.577
C 1.255 0.638 3.514
C 2.026 -1.581 4.686
C 2.378 -2.825 4.194
C 2.842 -4.032 4.897
N 0.702 -3.643 0.983
N 0.749 -3.040 -0.190
C -0.444 -3.290 -0.734
C -0.868 -2.550 -1.990
C -1.304 -3.973 0.079
C -0.498 -4.148 1.242
C -0.843 -4.999 2.481
H 6.854 -2.255 -0.503
H 5.537 -1.043 -0.785
H 6.111 -2.155 -2.071
H 5.602 -4.866 -1.158
H 2.688 -6.430 1.132
H 3.787 -7.061 -0.184
H 2.212 -6.379 -0.584
H 2.111 -4.891 2.315
H 2.045 1.327 3.311
H 0.784 0.943 4.447
H 0.440 0.689 2.756
H 2.052 -1.200 5.692
H 2.272 -4.187 5.838
H 3.950 -3.981 5.125
H 2.704 -4.936 4.340
H -0.431 -1.578 -2.091
H -1.903 -2.454 -2.005
H -0.695 -3.074 -2.932
H -2.280 -4.442 -0.172
H -1.979 -5.103 2.359
H -0.640 -4.376 3.359
H -0.435 -5.972 2.483
Se -3.801 3.908 -0.670
P -3.846 1.948 0.141
C -4.971 0.812 -0.802
C -5.032 -0.583 -0.567
C -5.844 -1.270 -1.405
C -6.789 -0.737 -2.305
C -6.726 0.647 -2.498
C -5.890 1.397 -1.694
C -4.547 1.934 1.805
C -3.784 1.436 2.843
C -4.311 1.365 4.124
C -5.659 1.656 4.342
C -6.431 2.164 3.295
C -5.856 2.354 2.078
C -2.286 1.019 0.306
C -0.997 1.137 -0.124
N -0.363 -0.015 0.188
N -1.261 -0.854 0.668
N -2.447 -0.234 0.750
P 0.227 2.542 -0.743
Se 3.733 1.264 0.960
C -0.069 3.895 0.410
C -0.671 5.140 0.064
C -0.636 6.113 1.018
C -0.205 6.019 2.335
C 0.388 4.783 2.628
C 0.420 3.745 1.744
C -0.620 2.879 -2.360
C -1.296 1.777 -2.954
C -1.923 1.938 -4.194
C -1.761 3.136 -4.894
C -1.007 4.203 -4.390
C -0.482 4.065 -3.123
H -4.449 -1.028 0.215
H -5.757 -2.337 -1.287
H -7.449 -1.437 -2.858
H -7.437 1.188 -3.084
H -5.918 2.401 -1.875
H -2.827 0.984 2.692
H -3.657 1.053 4.881
H -5.980 1.506 5.337
H -7.539 2.390 3.433
H -6.490 2.696 1.225
H -1.123 5.238 -0.882
H -0.955 7.093 0.687
H -0.212 6.896 2.931
H 0.754 4.636 3.568
H 0.853 2.783 1.994
H -1.438 0.860 -2.450
H -2.497 1.152 -4.688
H -2.117 3.341 -5.905
H -0.901 5.077 -4.936
H 0.001 4.877 -2.652
I 5.774 0.645 3.714
C 4.635 -0.109 1.959
H 4.065 -0.886 2.464
H 5.413 -0.594 1.389
C 4.634 1.207 -5.087
Si 3.056 1.375 -4.161
C 3.225 2.848 -2.988
C 1.763 1.988 -5.376
Se 2.459 -0.490 -3.127
H 4.953 2.052 -5.714
H 4.689 0.190 -5.800
H 5.346 1.088 -4.384
H 2.206 3.203 -2.867
H 3.818 3.609 -3.366
H 3.594 2.484 -2.019
H 1.871 3.050 -5.702
H 0.737 1.761 -5.126
H 1.870 1.450 -6.333
*
```